[1]
75
Properties=species:S:1:pos:R:3:mulliken_charge:R:1 method="wB97M-V/def2-TZVPD" spin_multiplicity=2 max_force_ev_per_a=3.12 e_homo_ev="-13.8 / -13.6" mol_weight_g_mol=912.10 lumo_ev="-8.3 / -7.7" energy_ha=-6816.73268 charge=+2 e_above_lowest_kj_mol=123.5
W -0.03755 0.84236 -1.42426 -0.202
Br 2.54440 1.04781 -1.45752 0.091
C 2.80608 0.77082 0.40719 1.397
C 4.07790 0.63106 0.87885 -0.681
C 4.24663 0.46459 2.26862 -0.852
C 3.15280 0.47362 3.09290 -1.019
C 1.84539 0.60937 2.56710 0.875
C 0.70280 0.60819 3.41536 -0.950
C -0.57237 0.67186 2.90773 -1.423
C -0.76570 0.71502 1.52420 -0.708
C 0.30818 0.78903 0.62332 1.246
C 1.64562 0.73496 1.17558 -0.538
H 4.93385 0.65039 0.21493 0.525
H 5.24378 0.33721 2.67102 0.472
H 3.27648 0.36897 4.16538 0.496
H 0.85787 0.54120 4.48845 0.478
H -1.42971 0.65698 3.56985 0.645
H -1.77814 0.68285 1.14804 0.298
N -1.94029 0.59271 -1.39312 -0.554
C -3.09790 0.21931 -1.36748 1.236
N -4.24148 -0.11854 -1.38941 -0.556
C -5.22707 -0.59989 -0.63297 0.419
N -6.09599 -1.01085 0.00243 -0.397
N 1.01725 4.09613 -0.10446 -0.082
C -0.12715 3.75680 -0.66096 0.265
S -0.10018 3.19059 -2.34576 -0.318
N -1.27616 3.81776 -0.02986 -0.030
C -1.59207 4.14870 1.32757 0.658
C -0.87481 5.05749 2.09684 -0.471
C -1.26845 5.28927 3.40843 -0.843
C -2.36737 4.63512 3.94472 -0.554
C -3.10000 3.75598 3.15672 -0.802
C -2.71361 3.51269 1.84998 -0.330
H 1.82737 4.18907 -0.69613 0.279
H 1.07898 4.40644 0.85214 0.162
H -2.04697 3.45459 -0.57245 0.275
H -0.06939 5.65651 1.69183 0.690
H -0.72121 6.00805 4.00339 0.441
H -2.66671 4.82735 4.96623 0.455
H -3.98011 3.26659 3.55492 0.441
H -3.29080 2.83123 1.22951 0.423
C -3.24101 -3.24139 1.28038 -0.744
C -3.36803 -3.05734 -0.09214 -0.752
C -2.27414 -2.63389 -0.84016 -0.692
C -1.04617 -2.40150 -0.21772 1.465
C -0.92962 -2.57757 1.15989 -0.311
C -2.02264 -3.00868 1.90441 -1.075
Ge 0.41017 -1.71495 -1.26260 0.852
C 0.02544 -1.75114 -3.17044 0.314
C -0.13657 -2.93165 -3.89747 -0.173
C -0.36775 -2.89493 -5.26813 -0.786
C -0.43833 -1.67699 -5.93619 -0.505
C -0.28381 -0.48788 -5.24233 -1.249
C -0.05437 -0.54182 -3.87452 -0.337
C 2.14517 -2.44493 -0.95556 0.712
C 2.41067 -3.21571 0.17715 -0.282
C 3.66653 -3.78707 0.35320 -0.840
C 4.65956 -3.58587 -0.59498 -0.580
C 4.39791 -2.82877 -1.73083 -0.821
C 3.14355 -2.25905 -1.91195 -0.162
H -4.09396 -3.57073 1.86055 0.446
H -4.31834 -3.24805 -0.57624 0.726
H -2.37624 -2.50564 -1.91332 0.531
H 0.01016 -2.37869 1.66647 0.201
H -1.92179 -3.16514 2.97227 0.472
H -0.07524 -3.88890 -3.39112 0.485
H -0.48627 -3.81888 -5.82107 0.452
H -0.61381 -1.65083 -7.00437 0.422
H -0.33218 0.46075 -5.76329 0.494
H 0.08412 0.45896 -3.41806 0.662
H 1.63785 -3.39814 0.91618 0.301
H 3.86304 -4.40092 1.22380 0.463
H 5.63552 -4.03476 -0.45864 0.439
H 5.16501 -2.69702 -2.48356 0.454
H 2.94141 -1.70024 -2.81844 0.457

[2]
27
Properties=species:S:1:pos:R:3:mulliken_charge:R:1 method="wB97M-V/def2-TZVPD" spin_multiplicity=1 max_force_ev_per_a=3.10 e_homo_ev=-8.3 mol_weight_g_mol=152.24 lumo_ev=0.8 energy_ha=-465.81040 e_above_lowest_kj_mol=229.5 smiles=CCc1ccc(O)cc1.CC
C 0.27224 4.40381 1.16832 -0.911
C -0.32564 3.63495 -0.00416 -0.440
H 1.22940 3.95370 1.63312 0.232
H 0.87433 5.23408 0.73012 0.318
H -0.38148 4.69863 2.00405 0.308
H -0.39392 2.50764 0.11501 -0.086
H 0.25410 3.87915 -0.87644 0.362
H -1.41523 3.80022 -0.03634 0.209
C -1.39814 0.01962 1.54623 -0.745
C -2.47485 0.69052 0.47698 -1.190
C -0.35402 -0.82709 0.89858 0.510
C 1.00393 -0.51260 0.70354 -0.823
C -0.82939 -1.81861 0.06100 -0.445
C 1.68218 -0.99644 -0.39266 -0.337
C -0.07291 -2.42868 -0.92412 -0.443
C 1.16786 -1.99260 -1.28141 0.564
O 1.79857 -2.44980 -2.39805 -0.527
H -0.90600 0.89813 1.95920 0.334
H -2.12637 -0.52246 2.13139 0.391
H -2.60016 1.68864 0.84044 0.355
H 1.34458 0.26257 1.38343 0.417
H -1.80954 -2.28305 0.17940 0.332
H 2.61189 -0.51608 -0.67307 0.237
H -0.52467 -3.25051 -1.47095 0.366
H 2.69636 -2.10016 -2.36054 0.297
H -3.42636 0.20253 0.67171 0.409
H -2.17236 0.56778 -0.55344 0.306

[3]
53
Properties=species:S:1:pos:R:3:mulliken_charge:R:1 method="wB97M-V/def2-TZVPD" spin_multiplicity=1 max_force_ev_per_a=1.42 e_homo_ev=-8.6 mol_weight_g_mol=498.95 lumo_ev=0.3 energy_ha=-2341.43055 smiles="COc1ccc(-n2nc3c(c2NC(=O)c2c(-c4ccccc4Cl)noc2C)CS(=O)(=O)C3)cc1"
C 5.62106 3.56343 0.12770 -0.876
H 5.45552 3.36983 -0.93679 0.311
O 4.99782 2.58970 0.93273 -0.466
C 3.64970 2.45618 0.86988 0.688
C 3.09549 1.48863 1.71069 -0.674
C 1.73918 1.24966 1.71216 -0.138
C 0.90697 1.96379 0.85132 -0.028
C 1.44923 2.95016 0.03860 -0.831
C 2.80784 3.20120 0.04835 -0.436
H 3.19870 3.97567 -0.59130 0.468
H 0.78865 3.52136 -0.59334 0.534
N -0.47249 1.71478 0.79313 0.974
C -1.10054 0.49783 0.78442 -0.256
C -2.44992 0.74982 0.64319 0.435
C -2.53449 2.16197 0.56145 0.019
N -1.34620 2.72376 0.63301 -1.474
C -3.85959 2.74984 0.32323 -0.668
H -4.37758 3.05165 1.22954 0.327
H -3.86154 3.54884 -0.41048 0.398
S -4.75202 1.26629 -0.33548 1.137
O -6.09704 1.22043 0.16694 -0.657
O -4.57928 1.21599 -1.76001 -0.639
C -3.69071 -0.01875 0.45462 -0.607
H -4.17456 -0.31883 1.38025 0.296
H -3.59367 -0.86826 -0.21258 0.406
N -0.35158 -0.66084 0.81912 0.465
C -0.81899 -1.94675 0.90008 0.404
O -1.94865 -2.23898 1.22481 -0.678
C 0.22973 -2.93606 0.60025 1.351
C 0.27050 -4.24704 1.02388 -0.380
O 1.39467 -4.81350 0.57638 -0.171
N 2.10170 -3.91977 -0.15339 -0.775
C 1.43286 -2.79695 -0.16509 0.166
C 1.93163 -1.62541 -0.89118 -0.117
C 3.22992 -1.17703 -0.66216 -0.485
C 3.71780 -0.06081 -1.31486 -0.622
C 2.91284 0.62134 -2.21177 -0.518
C 1.62810 0.17772 -2.47151 -0.578
C 1.14106 -0.94410 -1.82138 1.140
Cl -0.46133 -1.49947 -2.18802 -0.159
H 1.00052 0.69119 -3.18220 0.501
H 3.28465 1.49497 -2.72417 0.414
H 4.72543 0.27237 -1.12248 0.423
H 3.84604 -1.72052 0.03654 0.497
C -0.66652 -5.03399 1.85178 -1.347
H -0.91856 -5.96295 1.34409 0.360
H -1.56613 -4.44944 2.02136 0.314
H -0.20439 -5.28760 2.80511 0.333
H 0.62893 -0.53040 0.60030 -0.373
H 1.32509 0.53457 2.40672 0.498
H 3.75395 0.94241 2.36646 0.478
H 6.68485 3.48749 0.34628 0.258
H 5.27296 4.57091 0.37404 0.358